20
Properties=species:S:1:pos:R:3:lowdin_charge:R:1 method="wB97M-V/def2-TZVPD" multiplicity=1 e_homo_ha="-0.467 / -0.468" gap_ha="0.2306 / 0.1894" lumo_ev="-6.4 / -7.6" total_charge=+1
C 1.58821 -2.62314 2.22025 -0.169
C -0.50672 0.17589 -0.50416 -0.113
C -0.14506 -1.75549 0.35396 -0.086
C 0.74269 -0.93449 0.96481 -0.279
C -0.25567 -3.09430 0.90073 -0.238
C -0.23898 4.26452 -2.08035 -0.118
C 1.08455 1.45200 0.69648 0.433
N 1.54150 -1.28088 1.97476 0.158
N 0.70283 -3.45215 1.82095 0.145
N -0.94041 -1.01293 -0.60919 0.206
N -0.55245 3.15857 -1.65612 0.123
N 0.56190 0.29995 0.40135 -0.009
N -1.17358 -3.94971 0.47570 0.223
H 2.24576 -3.10043 2.90852 0.121
H -0.95110 1.06580 -0.97316 0.101
H 0.37608 4.72050 -1.39057 0.046
H -0.66554 4.96652 -2.83144 0.111
H 1.68209 1.38156 1.60045 0.125
H -1.86262 -3.85583 -0.20291 0.109
H -0.99925 -4.86599 0.76991 0.109



10
Properties=species:S:1:pos:R:3:lowdin_charge:R:1 method="wB97M-V/def2-TZVPD" multiplicity=1 e_homo_ha="-0.374 / -0.315" gap_ha="0.2980 / 0.2279" lumo_ev="-2.1 / -2.4" total_charge=0
C -0.09941 -0.79476 2.18060 0.094
C 0.94522 -0.61995 1.40829 -0.079
C -1.39568 -0.88769 1.66592 -0.113
C 0.87515 1.39992 -1.95168 0.059
N -0.97763 -1.02510 0.39476 0.027
N 0.42170 -0.85912 0.26553 0.017
H -2.34442 -1.04935 1.91767 0.061
H -0.16743 1.51580 -1.64557 -0.019
H 0.98502 0.96722 -2.93358 -0.031
H 1.75749 1.35302 -1.30193 -0.018



61
Properties=species:S:1:pos:R:3:lowdin_charge:R:1 method="wB97M-V/def2-TZVPD" multiplicity=1 e_homo_ha=-0.524 gap_ha=0.2820 lumo_ev=-6.6 total_charge=+2
Zr 0.18180 -1.25464 -1.52013 1.510
C 0.95972 1.14071 -5.34989 0.003
C 0.02999 1.85479 -4.42078 -0.243
N -0.35674 3.08630 -4.70835 0.159
C -1.19496 3.73281 -3.89420 -0.050
C -1.71414 3.20219 -2.72872 -0.116
C -2.64902 4.01947 -1.86714 -0.185
O -3.87179 3.34990 -1.59223 -0.052
C -1.30948 1.89562 -2.38925 -0.071
C -1.86521 1.23983 -1.22116 0.007
N -1.51455 0.08701 -0.74724 -0.072
C -2.29331 -0.40252 0.35201 -0.355
C -2.52937 0.35813 1.48831 -0.017
C -3.31519 -0.15400 2.51138 -0.041
C -3.86026 -1.42604 2.41238 -0.050
C -3.62106 -2.20331 1.28516 -0.119
C -2.83712 -1.67930 0.27348 -0.600
I -2.42957 -2.80347 -1.44784 1.249
C -0.43459 1.23916 -3.25121 -0.248
O -0.02477 -0.01198 -2.95076 -0.308
H 1.18742 1.78786 -6.19168 0.094
H 0.50972 0.21760 -5.71871 0.095
H 1.89012 0.87197 -4.84560 0.089
H -1.46899 4.73624 -4.20028 0.130
H -2.81897 4.98675 -2.34184 0.131
H -2.18649 4.22080 -0.89862 0.134
H -4.48611 3.48557 -2.32137 0.111
H -2.69635 1.75376 -0.74336 0.136
H -2.08751 1.34305 1.56743 0.125
H -3.50993 0.44932 3.38786 0.121
H -4.48178 -1.81783 3.20583 0.123
H -4.05207 -3.19142 1.19757 0.112
O 4.38746 2.01802 3.69907 0.128
C 3.24913 1.56215 3.18050 -0.298
C 2.13400 1.18514 3.93313 0.025
C 1.01271 0.73295 3.26895 -0.117
N 0.92499 0.62809 1.93438 0.037
C 1.99642 0.99059 1.27749 -0.652
Br 1.87517 0.92813 -0.65592 0.969
C 3.18419 1.45722 1.78868 -0.022
H 4.34532 2.09854 4.66077 0.139
H 2.13867 1.25996 5.01287 0.130
H 0.12853 0.44337 3.82571 0.119
H 4.02307 1.74641 1.17270 0.130
O 2.55790 -3.16875 -3.89723 -0.165
Cl 2.02485 -3.17477 -2.61049 0.761
O 2.29742 -1.87456 -1.89478 -0.492
O 0.50788 -3.07671 -2.65409 -0.520
O 2.39729 -4.25338 -1.79700 -0.201
C 2.79839 -2.60971 1.56852 0.036
N 1.48312 -2.76541 2.19376 -0.119
C 1.45620 -3.30772 3.55378 0.013
C 0.38908 -2.40805 1.59889 -0.213
O 0.34111 -1.93101 0.42454 -0.263
H 3.42918 -3.43573 1.88699 0.115
H 3.24546 -1.66934 1.89295 0.104
H 2.70511 -2.62043 0.48766 0.070
H 2.06691 -2.67969 4.20068 0.107
H 1.86180 -4.31758 3.54689 0.111
H 0.43499 -3.32901 3.92532 0.101
H -0.54577 -2.54303 2.14421 0.164



Calculated values (kcal/mol) of relative energy (zero: lowest compared OMol25 entry of this formula, charge and spin) for the records, taken in order: 64.0 244.4 53.0.